1.
DFT (wB97M-V/def2-TZVPD) results for a structure of composition C20H21BrN3O2Pd at a distorted geometry.

Geometry as ORCA input:
```
! wB97M-V def2-TZVPD RIJCOSX def2/J DEFGRID3
* xyz 1 5
Pd -1.447 -3.330 -0.003
C 3.641 -2.032 0.639
C 3.136 -3.324 0.013
C 3.649 -3.423 -1.426
C 3.646 -4.516 0.812
C 1.665 -3.328 -0.002
N 0.513 -3.330 -0.003
H 4.750 -2.028 0.642
H 3.276 -1.957 1.681
H 3.278 -1.163 0.056
H 4.759 -3.420 -1.423
H 3.287 -2.558 -2.013
H 3.290 -4.361 -1.887
H 4.755 -4.514 0.815
H 3.286 -5.458 0.354
H 3.281 -4.446 1.852
Br -3.923 -3.330 -0.003
O -1.446 -1.689 2.256
C -1.447 -0.970 1.264
N -1.447 0.376 1.375
C -1.447 1.071 0.117
C -1.447 -0.228 -0.758
O -1.447 -0.232 -1.990
N -1.447 -1.334 -0.003
C -0.174 1.931 -0.040
C 0.462 2.085 -1.284
C 1.598 2.889 -1.426
C 2.113 3.572 -0.330
C 1.491 3.455 0.909
C 0.359 2.648 1.051
C -2.719 1.931 -0.040
C -3.355 2.085 -1.284
C -4.491 2.889 -1.426
C -5.007 3.572 -0.329
C -4.385 3.455 0.909
C -3.252 2.648 1.051
H -1.446 0.794 2.286
H 0.081 1.569 -2.163
H 2.075 2.971 -2.398
H 2.997 4.192 -0.441
H 1.886 3.987 1.770
H -0.106 2.578 2.030
H -2.974 1.569 -2.163
H -4.968 2.972 -2.398
H -5.890 4.192 -0.441
H -4.779 3.987 1.770
H -2.787 2.578 2.030
H -1.447 -5.022 -0.003
*
```

Properties
- F_max (eV/A) = 5.2
- HOMO energy (spin up / spin down) (Eh) = -0.3841 / -0.4376
- HOMO-LUMO gap (spin up / spin down) (eV) = 8.0 / 4.3
- lowest unoccupied orbital energy (spin up / spin down) (eV) = -2.414 / -7.617

Mulliken atomic charge list, values in e, 2 entries:
1. Pd 0.6026
2. C -1.5450


2.
DFT (wB97M-V/def2-TZVPD) results for an isolated molecule of C20H21ClN2O6S at a distorted geometry.

Geometry as ORCA input:
```
! wB97M-V def2-TZVPD RIJCOSX def2/J DEFGRID3
* xyz 0 1
O 0.252 2.796 -2.666
C 0.764 3.231 -1.734
C 0.339 4.497 -1.026
O 0.424 4.955 0.257
C 0.447 3.903 1.257
C -0.469 2.940 1.236
C -0.719 1.909 2.029
C 0.017 2.263 3.372
C 1.074 3.220 3.402
C 1.206 4.100 2.267
Cl 2.368 5.413 2.637
O 1.892 2.861 -1.027
C 2.719 1.875 -1.623
C 2.764 1.040 -0.600
O 4.041 0.687 0.113
N 1.862 0.170 -0.106
C 0.494 0.066 -0.898
C 0.356 -1.315 -1.169
N 0.437 -2.322 -0.359
S -1.124 -2.344 0.854
O -0.611 -3.093 1.960
O -1.750 -0.907 0.894
C -2.153 -3.323 -0.438
C -3.280 -2.716 -0.923
C -4.014 -3.726 -1.600
C -3.766 -4.846 -1.850
C -2.442 -5.450 -1.269
C -1.864 -4.497 -0.358
C 1.559 -2.240 0.694
C 1.747 -0.727 0.942
H 0.492 5.603 -1.540
H -0.871 4.455 -1.042
H -0.929 2.600 0.291
H -1.302 0.989 1.845
H 0.025 1.290 3.968
H 1.590 3.110 4.236
H 2.420 1.477 -2.670
H 3.707 2.398 -1.866
H -0.325 0.420 0.047
H 0.391 0.700 -1.529
H 1.018 -1.629 -2.160
H -0.745 -1.390 -1.777
H -3.450 -1.743 -0.865
H -4.919 -3.261 -2.160
H -4.083 -5.665 -2.346
H -2.420 -6.363 -1.390
H -0.949 -5.025 0.147
H 2.312 -2.387 -0.148
H 1.460 -2.856 1.435
H 1.070 -0.487 1.819
H 2.936 -0.655 1.436
*
```

Properties
- F_max (eV/A) = 19.1
- HOMO energy (Eh) = -0.3177
- SMILES = O=C(COc1ccccc1Cl)OCC(=O)N1CCN(S(=O)(=O)c2ccccc2)CC1
- HOMO-LUMO gap (eV) = 8.2
- lowest unoccupied orbital energy (eV) = -0.433

Mulliken atomic charge list, values in e, 2 entries:
1. O -0.4872
2. C 0.4992


3.
DFT (wB97M-V/def2-TZVPD) results for a structure of composition C20H21DyN4O at a distorted geometry.

Geometry as ORCA input:
```
! wB97M-V def2-TZVPD RIJCOSX def2/J DEFGRID3
* xyz 2 6
Dy 0.413 -0.441 0.047
C -2.722 0.611 0.085
N -1.359 1.199 0.019
C -1.135 1.921 -1.254
C -1.116 0.945 -2.404
C -1.918 1.107 -3.508
C -1.811 0.191 -4.549
C -0.916 -0.860 -4.439
C -0.166 -0.968 -3.284
N -0.258 -0.087 -2.282
C -1.049 2.021 1.214
C -1.011 1.140 2.438
C -1.707 1.458 3.581
C -1.613 0.611 4.678
C -0.843 -0.536 4.587
C -0.195 -0.799 3.398
N -0.270 0.018 2.339
C -2.812 -0.867 -0.236
C -4.020 -1.409 -0.635
C -4.117 -2.776 -0.834
C -2.998 -3.572 -0.635
C -1.829 -2.955 -0.256
N -1.726 -1.630 -0.055
H -3.107 0.744 1.096
H -3.393 1.161 -0.576
H -1.890 2.693 -1.415
H -0.165 2.412 -1.192
H -2.599 1.946 -3.567
H -2.420 0.303 -5.437
H -0.798 -1.588 -5.229
H 0.540 -1.782 -3.160
H -0.067 2.463 1.062
H -1.762 2.838 1.343
H -2.301 2.362 3.618
H -2.143 0.846 5.593
H -0.747 -1.222 5.417
H 0.411 -1.691 3.288
H -4.879 -0.764 -0.781
H -5.058 -3.217 -1.141
H -3.027 -4.644 -0.774
H -0.930 -3.543 -0.102
C 3.594 1.504 -0.017
C 2.338 0.775 0.007
O 2.387 -0.519 -0.045
H 4.476 0.867 -0.022
H 3.604 2.194 0.832
H 3.576 2.149 -0.903
*
```

Properties
- F_max (eV/A) = 3.4
- HOMO energy (spin up / spin down) (Eh) = -0.5537 / -0.5515
- HOMO-LUMO gap (spin up / spin down) (eV) = 9.0 / 9.0
- lowest unoccupied orbital energy (spin up / spin down) (eV) = -6.062 / -5.988

Mulliken atomic charge list, values in e, 2 entries:
1. Dy 1.1575
2. C -0.9764


4.
DFT (wB97M-V/def2-TZVPD) results for a structure of composition C20H21F2N3PtSi at a distorted geometry.

Geometry as ORCA input:
```
! wB97M-V def2-TZVPD RIJCOSX def2/J DEFGRID3
* xyz 0 1
Pt -0.630 -0.173 0.550
F -0.895 -4.673 -2.393
C -1.533 -3.608 -1.870
C -0.818 -2.720 -1.092
C -1.455 -1.615 -0.547
C -2.823 -1.408 -0.856
C -3.495 -2.344 -1.633
F -4.805 -2.170 -1.921
C -2.881 -3.463 -2.152
C -3.358 -0.109 -0.425
C -4.686 0.315 -0.483
C -5.024 1.582 -0.056
C -4.030 2.415 0.442
C -2.740 1.935 0.493
N -2.399 0.714 0.064
H 0.229 -2.900 -0.931
H -3.417 -4.175 -2.761
H -5.434 -0.364 -0.853
H -6.052 1.915 -0.101
H -4.243 3.413 0.795
H -1.943 2.530 0.898
C 0.353 3.404 1.770
C 0.692 2.161 2.541
C 1.286 2.244 3.787
C 1.715 1.069 4.393
C 1.606 -0.137 3.747
C 1.034 -0.178 2.461
N 0.519 0.979 1.945
N 0.901 -1.179 1.590
Si 2.287 -2.244 1.474
C 2.373 -3.141 -0.159
C 3.881 -1.270 1.649
C 2.258 -3.535 2.834
H 1.262 3.988 1.622
H -0.355 4.036 2.308
H -0.028 3.158 0.784
H 1.439 3.205 4.257
H 2.169 1.108 5.376
H 1.956 -1.050 4.207
H 2.321 -2.458 -1.009
H 1.595 -3.895 -0.251
H 3.332 -3.662 -0.208
H 3.966 -0.486 0.893
H 4.724 -1.953 1.517
H 3.987 -0.802 2.627
H 1.362 -4.156 2.771
H 2.265 -3.073 3.822
H 3.130 -4.189 2.769
*
```

Properties
- F_max (eV/A) = 1.4
- HOMO energy (Eh) = -0.2797
- HOMO-LUMO gap (eV) = 7.6
- lowest unoccupied orbital energy (eV) = -0.038

Mulliken atomic charge list, values in e, 2 entries:
1. Pt 0.3143
2. F -0.3233


5.
DFT (wB97M-V/def2-TZVPD) results for a structure of composition C20H21MnN2O6S.

Geometry as ORCA input:
```
! wB97M-V def2-TZVPD RIJCOSX def2/J DEFGRID3
* xyz 0 5
Mn -0.394 0.141 0.148
C -4.503 -1.026 -0.039
O -5.075 0.281 0.007
C -4.341 1.431 0.050
C -5.102 2.588 0.101
C -4.532 3.856 0.149
C -3.162 3.977 0.146
C -2.360 2.829 0.091
C -0.932 3.025 0.072
N -0.062 2.082 0.034
N 1.286 2.452 0.024
C 2.003 1.373 0.070
O 1.506 0.165 0.110
C 3.483 1.481 0.022
C 4.262 0.335 0.132
C 5.644 0.424 0.084
C 6.254 1.658 -0.074
C 5.479 2.806 -0.180
C 4.099 2.721 -0.131
C -2.926 1.536 0.045
O -2.191 0.440 -0.024
H -5.363 -1.694 -0.069
H -3.900 -1.235 0.843
H -3.892 -1.164 -0.931
H -6.177 2.465 0.103
H -5.164 4.731 0.189
H -2.688 4.949 0.180
H -0.550 4.044 0.094
H 3.772 -0.618 0.269
H 6.245 -0.471 0.174
H 7.333 1.729 -0.112
H 5.953 3.771 -0.301
H 3.485 3.606 -0.211
O -0.403 -1.165 -1.485
S 0.340 -2.424 -1.897
C 1.500 -2.908 -0.590
C 1.224 -4.380 -0.315
C -0.298 -4.487 -0.254
C -0.803 -3.789 -1.513
H 1.232 -2.299 0.269
H 2.509 -2.670 -0.915
H 1.710 -4.694 0.608
H 1.614 -5.008 -1.121
H -0.668 -3.961 0.626
H -0.641 -5.521 -0.212
H -1.776 -3.312 -1.413
H -0.816 -4.449 -2.381
O -0.431 0.325 2.431
C -0.556 -0.907 2.417
O -0.608 -1.562 1.323
H -0.618 -1.475 3.359
*
```

Properties
- F_max (eV/A) = 0.3
- HOMO energy (spin up / spin down) (Eh) = -0.2839 / -0.2881
- HOMO-LUMO gap (spin up / spin down) (eV) = 7.5 / 7.6
- lowest unoccupied orbital energy (spin up / spin down) (eV) = -0.188 / -0.267

Mulliken atomic charge list, values in e, 2 entries:
1. Mn 0.5001
2. C -0.7085


6.
DFT (wB97M-V/def2-TZVPD) results for an isolated molecule of C20H21N3O.

Geometry as ORCA input:
```
! wB97M-V def2-TZVPD RIJCOSX def2/J DEFGRID3
* xyz 0 1
C -2.025 -3.307 -0.514
C -0.613 -2.735 -0.369
C -0.224 -1.946 -1.625
N -0.503 -2.016 0.892
C 0.833 -1.832 1.402
C 1.611 -0.686 0.792
C 2.951 -0.726 0.746
C 3.838 0.331 0.261
C 3.971 1.550 0.922
C 4.857 2.490 0.430
C 5.592 2.176 -0.703
N 5.481 1.021 -1.336
C 4.632 0.128 -0.869
C 0.855 0.458 0.235
O 1.405 1.382 -0.342
C -0.624 0.408 0.358
C -1.310 1.467 -0.097
C -2.758 1.635 -0.119
C -3.358 2.750 0.465
C -4.734 2.884 0.418
C -5.471 1.898 -0.222
N -4.915 0.856 -0.814
C -3.604 0.732 -0.769
C -1.252 -0.789 1.029
H -2.037 -4.064 -1.293
H -2.743 -2.537 -0.782
H -2.336 -3.763 0.422
H 0.078 -3.583 -0.274
H 0.795 -1.570 -1.553
H -0.287 -2.595 -2.496
H -0.892 -1.101 -1.779
H 0.738 -1.636 2.480
H 1.393 -2.763 1.288
H 3.455 -1.624 1.090
H 3.385 1.748 1.808
H 4.979 3.444 0.918
H 6.305 2.873 -1.123
H 4.566 -0.796 -1.429
H -0.731 2.301 -0.479
H -2.746 3.491 0.961
H -5.224 3.733 0.868
H -6.550 1.946 -0.275
H -3.199 -0.116 -1.306
H -1.312 -0.575 2.107
H -2.271 -0.940 0.677
*
```

Properties
- F_max (eV/A) = 0.9
- HOMO energy (Eh) = -0.3187
- SMILES = CC(C)N1C/C(=C/c2cccnc2)C(=O)/C(=C/c2cccnc2)C1
- HOMO-LUMO gap (eV) = 8.1
- lowest unoccupied orbital energy (eV) = -0.589

Mulliken atomic charge list, values in e, 2 entries:
1. C -1.5977
2. C 0.5421


7.
DFT (wB97M-V/def2-TZVPD) results for an isolated molecule of C20H21N3O3 at a distorted geometry.

Geometry as ORCA input:
```
! wB97M-V def2-TZVPD RIJCOSX def2/J DEFGRID3
* xyz 0 1
N -3.046 0.741 2.055
C -3.479 1.832 2.732
O -4.516 1.685 3.368
C -2.775 3.189 2.643
O -3.210 3.914 3.809
C -3.103 3.969 1.356
O -2.791 5.349 1.647
C -2.499 3.420 0.072
C -2.858 4.039 -1.135
C -2.327 3.618 -2.305
C -1.465 2.494 -2.241
C -1.138 1.862 -1.065
C -0.231 0.678 -0.929
C 0.276 0.291 0.320
C 1.174 -0.769 0.448
C 1.627 -1.441 -0.709
C 1.108 -1.074 -1.933
C 1.778 -1.886 -2.952
C 2.655 -2.702 -2.306
N 2.519 -2.497 -0.930
C 3.179 -3.189 0.202
C 3.310 -4.680 -0.095
C 4.508 -5.263 -0.892
C 4.428 -5.431 0.617
C 0.211 -0.030 -2.061
N -1.687 2.349 0.078
H -2.325 0.883 1.342
H -3.713 -0.020 1.965
H -1.660 3.029 2.698
H -3.957 3.378 4.184
H -4.210 3.856 1.312
H -3.004 5.507 2.604
H -3.509 4.945 -1.108
H -2.541 4.093 -3.246
H -1.065 2.207 -3.191
H 0.059 0.884 1.238
H 1.492 -0.963 1.462
H 1.567 -1.856 -4.012
H 3.277 -3.469 -2.759
H 4.162 -2.731 0.382
H 2.615 -3.119 1.146
H 2.366 -5.193 -0.231
H 5.272 -4.623 -1.283
H 4.342 -6.198 -1.451
H 4.196 -6.426 1.043
H 5.106 -4.799 1.185
H -0.117 0.144 -3.076
*
```

Properties
- F_max (eV/A) = 2.5
- HOMO energy (Eh) = -0.2955
- SMILES = NC(=O)[C@H](O)[C@@H](O)c1cccc(-c2ccc3c(ccn3CC3CC3)c2)n1
- HOMO-LUMO gap (eV) = 8.6
- lowest unoccupied orbital energy (eV) = 0.521

Mulliken atomic charge list, values in e, 2 entries:
1. N -0.3463
2. C 0.3626


8.
DFT (wB97M-V/def2-TZVPD) results for an isolated molecule of C20H21N3O4 at a distorted geometry.

Geometry as ORCA input:
```
! wB97M-V def2-TZVPD RIJCOSX def2/J DEFGRID3
* xyz 0 1
N 1.232 -2.193 -3.183
C 0.203 -1.288 -2.681
C -1.216 -1.787 -3.064
C -2.395 -0.794 -2.955
C -3.410 -0.951 -2.093
C -4.583 -0.172 -2.169
C -4.497 0.973 -2.920
O -5.387 2.017 -2.879
C -3.361 1.355 -3.652
C -2.315 0.426 -3.825
C 0.388 -1.182 -1.183
O 1.412 -1.567 -0.626
N -0.558 -0.472 -0.489
C -0.268 -0.373 0.873
C 0.450 0.929 1.250
C 1.254 0.947 2.483
C 0.815 1.065 3.761
N 1.918 1.078 4.639
C 3.048 1.130 3.933
C 4.384 1.327 4.343
C 5.368 1.058 3.432
C 5.018 0.727 2.138
C 3.704 0.579 1.678
C 2.707 0.777 2.622
C -1.653 -0.569 1.642
O -2.359 0.347 1.922
O -2.017 -1.828 1.728
H 2.077 -1.622 -3.216
H 1.481 -2.946 -2.523
H 0.456 -0.276 -3.160
H -1.335 -2.684 -2.471
H -1.088 -2.037 -4.187
H -3.238 -1.598 -1.167
H -5.348 -0.452 -1.463
H -6.175 1.684 -2.377
H -3.513 2.259 -4.246
H -1.389 0.563 -4.404
H -1.409 -0.089 -0.948
H 0.437 -1.180 1.229
H -0.397 1.644 1.480
H 1.059 1.416 0.441
H -0.212 1.367 4.110
H 1.835 1.317 5.597
H 4.627 1.533 5.443
H 6.372 1.150 3.690
H 5.890 0.684 1.434
H 3.439 0.242 0.702
H -1.452 -2.530 1.314
*
```

Properties
- F_max (eV/A) = 4.3
- HOMO energy (Eh) = -0.2907
- SMILES = N[C@@H](Cc1ccc(O)cc1)C(=O)N[C@@H](Cc1c[nH]c2ccccc12)C(=O)O
- HOMO-LUMO gap (eV) = 8.3
- lowest unoccupied orbital energy (eV) = 0.424

Mulliken atomic charge list, values in e, 2 entries:
1. N -0.7033
2. C 0.4326